C2H3NOS | the ωB97M-V functional and the def2-TZVPD basis

Element x y z (Å)
C: 1.68589 -0.60053 0.07817
C: -1.68033 0.62673 -0.18322
H: 2.06829 -1.65153 -0.29291
H: 2.28052 0.38700 0.91386
H: -2.13764 1.69558 0.05202
N: 0.46023 -0.51309 -0.43465
O: -0.29432 0.80660 -0.12734
S: -2.38264 -0.75075 -0.00594

## Properties
E   -606.01511 Ha
HOMO level   -8.89 eV
Energy relative to the best compared isomer or geometry (same formula, charge and spin)   108.1 kcal per mole
Gap between HOMO and LUMO   9.10 eV
Lowest unoccupied orbital energy   0.21 eV